# 1
ORCA calculation (ωB97M-V with the def2-TZVPD basis set) on C23H55AsNO6P2S as an isolated structure at a distorted geometry.

Structure (XYZ):
```
89
Properties=species:S:1:pos:R:3:forces:R:3
C -0.063 -5.853 0.016 0.401 1.147 -0.804
C -1.200 -6.256 -1.109 0.307 -0.162 -0.250
C -2.343 -5.083 -1.350 0.114 -0.665 0.808
C -1.646 -3.577 -1.642 -1.122 -3.989 -1.085
O -1.861 -2.841 -0.460 0.206 -0.578 -2.446
As -1.508 -1.020 -0.452 1.304 0.488 5.436
C -1.043 0.905 -0.187 -0.005 3.769 0.446
C 0.412 1.484 -0.609 -0.084 1.974 -0.043
C 0.164 2.702 -1.734 2.329 -0.202 0.295
C 1.600 2.869 -2.576 0.370 0.792 -0.312
C 1.375 2.802 -4.208 0.225 -0.089 0.377
C 2.685 2.303 -5.059 -0.177 -1.005 -1.183
C 3.296 0.835 -4.538 -1.236 0.844 0.575
O 4.613 0.995 -3.856 -2.088 -1.611 1.002
C 4.616 0.087 -2.670 0.554 -0.484 0.464
C 0.080 -1.486 0.730 2.847 -1.521 0.292
C 0.047 -1.221 2.298 1.986 0.120 1.761
C 0.797 0.174 2.844 -0.153 -1.107 1.155
C 2.396 0.238 2.491 -0.709 0.261 -0.039
C 3.155 1.473 3.299 -0.189 0.230 -0.446
C 2.143 2.447 4.142 -0.322 0.234 0.173
C 2.927 3.813 4.672 -0.291 -1.439 -1.289
O 2.247 4.448 5.812 -0.435 -0.257 -1.683
C 0.810 4.652 5.565 -0.805 -0.038 0.286
C -2.877 -1.102 1.058 -2.345 -0.926 0.703
C -3.380 0.222 1.780 -2.247 -0.021 1.491
C -4.959 -0.044 2.276 0.529 1.630 -0.232
O -2.679 0.594 3.056 -0.952 -1.480 -0.423
P -0.305 -1.077 -2.413 0.914 0.158 -3.565
S 1.453 -1.881 -2.302 1.402 -0.556 0.186
P -3.315 -0.514 -1.800 -5.646 -0.685 -3.464
N -4.326 -1.793 -2.046 1.814 1.973 -0.573
O -4.343 0.764 -1.204 -0.247 -1.291 -0.408
O -2.830 0.065 -3.411 0.210 1.490 2.711
H -0.516 -5.232 0.914 0.823 -1.516 -1.742
H 0.690 -5.104 -0.528 -1.535 -1.538 1.292
H 0.594 -6.759 0.379 -1.554 1.685 -0.653
H -1.692 -7.296 -0.794 0.898 2.282 -0.811
H -0.627 -6.402 -2.142 -1.187 0.077 2.167
H -2.982 -5.056 -0.346 1.271 0.303 -2.214
H -3.071 -5.402 -2.227 1.565 0.608 1.747
H -2.226 -3.245 -2.631 1.309 -0.116 2.367
H -0.526 -3.897 -1.913 -2.119 1.370 0.663
H -1.854 1.536 -0.798 1.626 -1.039 1.261
H -1.148 1.316 0.929 -0.220 -1.509 -2.257
H 0.926 2.088 0.289 -1.208 -1.546 -1.669
H 1.236 0.732 -0.934 -1.745 1.084 0.195
H 0.029 3.719 -1.143 -0.272 -2.204 -1.324
H -0.716 2.466 -2.469 1.627 0.543 1.467
H 2.107 3.925 -2.351 -1.136 -2.217 -0.355
H 2.401 2.069 -2.203 -1.899 1.594 -0.967
H 1.076 3.862 -4.615 0.461 -1.986 0.849
H 0.454 2.088 -4.387 1.945 1.243 0.102
H 2.301 2.079 -6.166 0.750 0.613 2.254
H 3.527 3.117 -5.192 -1.668 -1.643 0.653
H 2.488 0.448 -3.750 1.805 0.488 -1.713
H 3.358 0.062 -5.416 0.072 1.480 1.639
H 3.724 0.299 -1.942 1.508 -0.371 -1.505
H 4.571 -1.052 -2.988 -0.044 2.334 0.529
H 5.609 0.242 -2.056 -1.848 -0.090 -1.476
H 0.288 -2.654 0.572 -0.550 2.595 0.334
H 1.108 -0.999 0.361 -2.385 -0.980 0.666
H -0.916 -1.303 2.923 1.248 0.182 -1.574
H 0.760 -2.062 2.777 -1.497 1.670 -1.008
H 0.740 0.047 4.032 0.055 0.379 -2.463
H 0.196 1.146 2.612 1.217 -1.845 0.120
H 2.526 0.386 1.324 -0.116 -0.447 2.453
H 2.866 -0.794 2.833 -0.930 2.125 -0.911
H 3.946 0.965 4.026 -1.548 1.441 -1.492
H 3.687 2.170 2.491 -0.828 -1.597 1.840
H 1.242 2.853 3.475 2.004 -1.242 1.320
H 1.662 1.822 5.038 1.150 1.592 -1.820
H 4.037 3.461 4.915 -2.431 1.241 0.013
H 2.936 4.544 3.739 0.154 -1.281 1.926
H 0.429 5.619 6.118 1.115 -1.840 -0.978
H 0.539 4.789 4.422 0.668 -0.432 2.300
H 0.231 3.742 6.046 0.985 1.775 -1.289
H -3.858 -1.549 0.527 2.117 0.940 0.978
H -2.630 -1.979 1.833 -0.332 2.155 -1.582
H -3.430 1.223 1.176 0.411 -2.254 0.838
H -5.250 0.956 2.859 0.457 -2.262 -1.028
H -5.654 -0.088 1.338 1.236 -0.327 1.833
H -5.044 -0.974 2.991 0.121 1.728 -1.581
H -3.048 -0.020 3.760 0.734 1.046 -1.394
H -0.978 -1.742 -3.538 0.240 0.896 1.051
H -0.083 0.255 -3.005 -0.727 -0.849 0.627
H -4.389 -2.018 -3.063 0.033 0.322 1.006
H -5.325 0.486 -1.238 2.419 0.114 -0.229
H -2.469 1.002 -3.276 -0.705 -1.777 -0.368
```
Forces are in eV/Å.

## Properties
Multiplicity: 1
Charge: -1
Orbital gap in eV: 7.206



# 2
ORCA calculation (ωB97M-V with the def2-TZVPD basis set) on C23H56AsGeN2PtS2Si3 as an isolated structure.

Structure (XYZ):
```
89
Properties=species:S:1:pos:R:3:forces:R:3
Pt -0.120 -0.867 -0.064 0.112 0.115 0.062
S -2.401 -1.594 0.384 -0.050 -0.084 -0.081
C -2.299 -3.227 0.812 0.059 0.034 0.002
N -3.333 -4.045 0.842 -0.056 -0.007 0.042
C -3.132 -5.344 1.490 0.003 -0.015 -0.015
C -1.644 -5.639 1.342 0.007 0.026 -0.018
S -0.842 -3.997 1.328 0.022 -0.033 0.008
H -4.255 -3.706 0.606 0.009 0.007 -0.002
H -3.740 -6.102 1.002 -0.008 0.005 0.001
H -3.425 -5.274 2.539 0.003 0.008 0.004
H -1.416 -6.138 0.403 -0.004 0.000 0.001
H -1.256 -6.225 2.170 -0.004 0.002 0.004
C -0.488 -0.565 -5.479 -0.006 -0.012 0.000
C -1.054 0.506 -4.536 0.006 -0.007 -0.001
C -0.386 1.865 -4.791 -0.009 0.000 0.015
C -2.580 0.610 -4.676 -0.006 -0.023 -0.005
C -0.751 0.099 -3.153 0.025 -0.006 -0.063
N -0.510 -0.216 -2.078 -0.078 0.034 0.087
H -0.715 -0.277 -6.505 0.000 0.000 0.000
H -0.937 -1.539 -5.289 0.002 0.001 -0.002
H 0.595 -0.648 -5.382 -0.001 -0.001 0.004
H -0.605 2.171 -5.813 -0.001 0.001 0.000
H 0.697 1.805 -4.677 0.000 -0.002 -0.001
H -0.770 2.627 -4.113 0.001 0.004 0.000
H -2.812 0.907 -5.699 -0.002 -0.001 0.000
H -2.990 1.361 -4.001 -0.002 0.006 0.005
H -3.063 -0.347 -4.477 0.015 0.024 -0.007
C 3.126 -3.224 1.146 0.022 0.013 -0.005
C 3.483 -1.830 0.640 0.004 -0.045 0.001
As 2.227 -1.197 -0.703 -0.066 0.037 0.039
C 3.060 0.358 -1.527 0.038 -0.017 0.008
C 4.537 0.174 -1.857 -0.010 0.010 -0.006
C 2.374 -2.515 -2.139 -0.013 0.002 -0.005
C 1.287 -3.582 -2.114 0.015 -0.016 0.006
H 3.800 -3.520 1.949 0.005 0.005 -0.006
H 3.212 -3.969 0.355 -0.007 -0.004 -0.012
H 2.108 -3.261 1.536 -0.011 -0.013 0.007
H 4.472 -1.825 0.179 0.001 0.001 -0.009
H 3.496 -1.104 1.453 -0.001 0.015 0.011
H 2.901 1.217 -0.876 0.006 -0.023 0.017
H 2.472 0.538 -2.430 0.005 0.005 0.000
H 5.142 0.085 -0.956 0.000 0.001 -0.002
H 4.906 1.036 -2.413 0.005 -0.002 0.000
H 4.712 -0.711 -2.472 -0.002 -0.005 -0.002
H 3.370 -2.956 -2.069 -0.004 -0.001 -0.005
H 2.340 -1.944 -3.069 -0.001 -0.012 -0.003
H 1.305 -4.154 -1.187 0.007 -0.006 0.017
H 1.424 -4.281 -2.940 -0.010 0.003 -0.003
H 0.294 -3.137 -2.205 -0.008 0.011 -0.008
C 1.079 2.076 4.579 0.014 -0.015 0.019
Si 1.381 1.065 3.042 -0.011 -0.012 -0.005
C 2.963 1.668 2.242 -0.004 0.005 -0.015
C 1.438 -0.756 3.466 0.003 0.006 0.045
Ge -0.279 1.278 1.269 -0.037 0.033 -0.070
Si -2.379 1.631 2.831 0.035 -0.050 0.025
C -3.842 1.652 1.688 0.016 -0.025 -0.035
C -2.229 0.092 3.866 -0.021 0.019 0.014
C -2.242 3.194 3.812 -0.029 -0.018 -0.003
Si -0.659 3.215 -0.170 0.026 -0.036 -0.001
C -2.169 2.913 -1.230 -0.006 0.034 -0.004
C -0.819 4.821 0.761 0.016 0.005 -0.005
C 0.885 3.221 -1.231 -0.015 0.012 -0.004
H 1.976 2.001 5.200 -0.008 0.003 0.005
H 0.245 1.704 5.175 -0.004 0.025 0.001
H 0.919 3.134 4.366 0.006 0.002 -0.009
H 3.799 1.476 2.922 -0.003 0.010 0.001
H 2.920 2.746 2.072 0.014 -0.001 -0.009
H 3.190 1.183 1.293 -0.006 -0.009 -0.019
H 2.338 -0.980 4.046 -0.004 -0.008 0.000
H 1.438 -1.389 2.578 0.001 0.010 -0.022
H 0.577 -1.039 4.074 -0.004 -0.006 0.003
H -3.783 0.929 0.876 0.003 0.009 0.014
H -4.003 2.647 1.274 0.000 -0.005 0.005
H -4.720 1.400 2.294 -0.004 0.001 -0.003
H -2.033 -0.798 3.269 -0.006 -0.006 -0.016
H -3.180 -0.052 4.390 0.002 0.003 0.002
H -1.448 0.202 4.619 -0.008 -0.025 -0.010
H -2.184 4.085 3.192 0.004 0.004 -0.010
H -1.411 3.192 4.512 0.022 -0.002 0.013
H -3.169 3.261 4.395 0.009 0.008 0.002
H -3.091 3.151 -0.702 -0.003 0.002 -0.006
H -2.235 1.882 -1.577 0.009 -0.033 -0.010
H -2.120 3.570 -2.104 -0.007 -0.006 0.001
H -1.794 4.927 1.235 -0.012 0.001 0.004
H -0.719 5.642 0.045 0.007 0.002 0.011
H -0.046 4.950 1.520 0.001 0.003 0.004
H 0.974 2.297 -1.804 -0.007 0.020 0.007
H 1.791 3.352 -0.637 -0.001 0.003 -0.003
H 0.829 4.057 -1.934 0.000 0.000 -0.001
```
Forces are in eV/Å.

## Properties
Multiplicity: 4
Charge: +2
Orbital gap (alpha / beta) in eV: 7.241 / 6.069



What M values result from the calculations? In sequence: 610.63, 851.72 g/mol.
What energy above the lowest of the compared OMol25 structures with the same formula, charge and spin values result from the calculations? In sequence: 260.6, 0.0 kcal/mol.
What total energy values result from the calculations? In sequence: -4731.7455, -7115.9054 Ha.